# 1
{
  "formula": "C7H11N4O3",
  "method": "ωB97M-V/def2-TZVPD",
  "de_lowest_ev": 3.274,
  "charge": 1,
  "energy_ev": -19526.9632,
  "homo_ev": -13.2,
  "symbols": ["C", "C", "C", "C", "C", "C", "C", "N", "N", "N", "N", "O", "O", "O", "H", "H", "H", "H", "H", "H", "H", "H", "H", "H", "H"],
  "coordinates": [[-2.34797, -1.50681, -0.46842], [-1.07316, -1.89592, -1.15220], [-2.50828, -0.24846, -0.08943], [-1.57963, 0.78317, -0.58889], [2.13804, 1.33485, 0.59614], [0.22057, -1.22406, 0.58540], [-0.01109, -0.84824, -0.84607], [-1.96498, 2.10406, -0.54166], [-0.36122, -1.55739, 1.54382], [-3.70353, 0.12134, 0.65384], [-0.37842, 0.52849, -0.85157], [-4.59596, -0.77342, 0.75265], [-3.82145, 1.29383, 0.98482], [1.74298, 0.04553, 1.13909], [-3.01140, -2.31654, -0.10794], [-1.24892, -1.88026, -2.24467], [2.66781, 1.18365, -0.31664], [0.89897, -1.00604, -1.58546], [-2.78548, 2.53289, -0.89288], [-1.26921, 2.81469, -0.59765], [2.62438, 1.86964, 1.39568], [-0.68380, -2.80658, -0.88183], [1.12779, 1.81464, 0.21986], [-0.42931, -1.64921, 2.51832], [2.50476, -0.50347, 1.25351]]
}

***

# 2
{
  "formula": "CH4N4",
  "method": "ωB97M-V/def2-TZVPD",
  "de_lowest_ev": 6.332,
  "energy_ev": -7056.6532,
  "smiles": "[H]/N=N/N=N/C",
  "homo_ev": -8.6,
  "symbols": ["H", "N", "N", "N", "N", "C", "H", "H", "H"],
  "coordinates": [[-0.44179, -1.28716, -3.82568], [-0.12137, -1.76495, -2.95393], [0.13518, -1.01918, -1.99147], [0.08004, -0.94143, -0.80607], [0.77495, -0.29380, 0.01009], [0.24925, 0.49323, 1.04902], [0.98202, 1.33412, 1.13732], [0.09269, 0.28549, 2.11764], [-0.62358, 0.97548, 0.59673]]
}

***

# 3
{
  "formula": "C25H28Cl2N5O7",
  "method": "ωB97M-V/def2-TZVPD",
  "charge": 1,
  "energy_ev": -73203.5641,
  "homo_ev": -10.9,
  "symbols": ["O", "O", "O", "O", "Cl", "Cl", "O", "O", "O", "C", "C", "C", "C", "C", "C", "C", "C", "C", "C", "C", "C", "C", "C", "C", "C", "C", "C", "C", "N", "N", "N", "N", "N", "C", "C", "C", "C", "C", "C", "H", "H", "H", "H", "H", "H", "H", "H", "H", "H", "H", "H", "H", "H", "H", "H", "H", "H", "H", "H", "H", "H", "H", "H", "H", "H", "H", "H"],
  "coordinates": [[-1.41155, -5.48878, 2.16485], [-5.96546, 3.11831, 3.61058], [2.49525, 1.63750, -5.90729], [4.96959, -0.58412, -1.47483], [-3.48256, 7.03767, 0.80899], [-0.76906, 2.38583, 0.09319], [-2.62650, -5.82066, 4.04686], [-5.74505, 0.45496, 4.03356], [-2.83883, 1.24095, 1.86659], [-2.18577, -5.06807, 3.01343], [-5.01034, 2.56806, 3.06783], [2.94210, 0.85910, -5.08342], [4.55937, 0.27936, -2.23945], [-4.81164, 1.13240, 3.27312], [-3.71880, 0.52129, 2.66079], [1.94431, -1.65188, 0.96056], [-2.25768, 4.61725, 0.56251], [-2.29958, -2.87619, 1.80707], [-3.36442, -3.06230, 3.95947], [-2.67812, -1.53549, 1.73796], [-3.73878, -1.71531, 3.88890], [-4.22687, 4.67315, 1.95844], [-3.31360, 5.33177, 1.13092], [-2.10715, 3.25032, 0.81540], [-3.02355, 2.58458, 1.64500], [-2.62142, -3.66003, 2.92671], [-3.39850, -0.92284, 2.77710], [-4.08409, 3.29923, 2.21672], [2.66827, -0.57431, 1.07669], [5.43091, 1.19792, -2.67365], [0.93267, -1.74733, 0.11223], [2.61171, 1.02604, -3.79702], [2.25607, -2.66274, 1.72046], [3.85975, -0.25950, -5.54067], [5.20943, 2.46091, -3.38495], [0.47284, -0.73956, -0.87032], [0.87010, -1.10886, -2.30975], [2.39108, -1.10996, -2.54870], [3.04521, 0.29757, -2.58222], [-2.25290, -6.70443, 3.90779], [-6.43647, 1.08934, 4.31931], [-1.55193, 5.13589, -0.07909], [-1.76754, -3.32018, 0.97135], [-3.64520, -3.64096, 4.83723], [-2.42592, -0.96768, 0.84854], [-4.27888, -1.29474, 4.73078], [-5.04852, 5.23510, 2.39990], [2.45038, 0.22280, 0.51450], [3.48639, -0.57119, 1.65779], [6.38171, 1.00772, -2.39229], [0.45463, -2.63309, 0.09764], [1.98507, 1.80795, -3.67188], [3.02761, -2.59573, 2.35863], [1.72195, -3.51493, 1.68223], [3.29219, -1.18329, -5.62069], [4.24719, -0.00375, -6.52667], [4.69530, -0.38827, -4.86071], [6.05126, 3.13326, -3.20571], [5.14213, 2.28782, -4.46101], [4.30107, 2.95433, -3.03590], [-0.61653, -0.68180, -0.82590], [0.85807, 0.24995, -0.62853], [0.39111, -0.41760, -3.00404], [0.48738, -2.10822, -2.52351], [2.58821, -1.62097, -3.48955], [2.84775, -1.72428, -1.77421], [2.63517, 0.86068, -1.74971]]
}

***

# 4
{
  "formula": "C40H58BiClF9O10P3",
  "method": "ωB97M-V/def2-TZVPD",
  "de_lowest_ev": 0.000,
  "charge": 2,
  "energy_ev": -133576.1452,
  "homo_ev": -13.8,
  "symbols": ["Bi", "C", "O", "C", "C", "O", "C", "C", "O", "C", "H", "H", "H", "H", "H", "H", "H", "H", "H", "H", "H", "H", "H", "H", "C", "C", "C", "O", "P", "O", "C", "P", "O", "O", "C", "C", "C", "O", "C", "C", "C", "O", "C", "C", "C", "H", "H", "H", "H", "H", "H", "H", "H", "H", "H", "H", "H", "H", "H", "H", "H", "H", "H", "H", "H", "H", "H", "H", "H", "H", "H", "H", "H", "H", "H", "O", "H", "H", "Cl", "F", "C", "F", "F", "C", "C", "C", "C", "C", "C", "P", "C", "C", "C", "C", "C", "C", "C", "F", "F", "F", "C", "C", "C", "C", "C", "C", "C", "F", "F", "F", "H", "H", "H", "H", "H", "H", "H", "H", "H", "H", "H", "H"],
  "coordinates": [[-5.11726, -21.38829, -8.16636], [-6.73627, -22.68676, -5.35300], [-7.15451, -22.12918, -6.61786], [-8.05424, -21.00103, -6.45449], [-8.30594, -20.37700, -7.82070], [-7.59551, -21.08159, -8.89763], [-8.26641, -22.31298, -9.29051], [-7.38436, -23.00951, -10.29476], [-6.09668, -23.37465, -9.76233], [-6.11391, -24.62013, -9.01179], [-6.18887, -21.94433, -4.76641], [-7.60261, -23.07026, -4.80587], [-6.09689, -23.54820, -5.58163], [-9.00040, -21.36478, -6.02954], [-7.63886, -20.25143, -5.77268], [-9.37652, -20.35194, -8.06381], [-7.97835, -19.33539, -7.82452], [-8.44647, -22.89394, -8.38867], [-9.22598, -22.05750, -9.76757], [-7.87752, -23.91014, -10.67460], [-7.22031, -22.35330, -11.15933], [-6.37050, -25.46530, -9.66356], [-5.10816, -24.77298, -8.61797], [-6.83091, -24.54521, -8.18346], [-5.40403, -26.40373, -4.14101], [-4.16530, -26.43504, -5.00406], [-4.01859, -27.70133, -5.80465], [-4.28741, -25.31281, -5.99438], [-3.23463, -24.12264, -6.06341], [-3.55104, -23.39286, -7.36686], [-3.34131, -23.20124, -4.50592], [-3.20289, -21.43085, -4.76552], [-3.46693, -20.99400, -6.19516], [-1.74400, -21.10453, -4.30738], [-0.83345, -20.10991, -4.99842], [-0.06332, -19.44951, -3.88826], [0.00604, -20.90335, -5.96254], [-4.25527, -20.66280, -3.90031], [-4.34225, -20.38927, -2.44162], [-5.71674, -20.85137, -2.01117], [-3.22192, -21.04891, -1.67548], [-1.77431, -24.70523, -5.96501], [-1.12515, -25.38410, -7.14774], [-0.42175, -24.32699, -7.93929], [-0.21402, -26.42616, -6.56132], [-5.34893, -27.21566, -3.42556], [-6.29628, -26.54817, -4.75551], [-5.50864, -25.46948, -3.58577], [-3.25975, -26.22682, -4.40715], [-4.91331, -27.89695, -6.39642], [-3.90069, -28.52917, -5.09795], [-3.15244, -27.67998, -6.47086], [-2.52736, -23.54218, -3.86766], [-4.26736, -23.42923, -3.97388], [-1.52380, -19.40378, -5.48456], [0.48802, -20.17794, -3.28760], [-0.71955, -18.85518, -3.24273], [0.64895, -18.75126, -4.34056], [0.73162, -21.52814, -5.44655], [0.57760, -20.19821, -6.58543], [-0.57872, -21.54404, -6.62040], [-4.26415, -19.29605, -2.37951], [-5.78469, -21.93577, -2.05727], [-6.51953, -20.41900, -2.62087], [-5.88040, -20.56763, -0.96566], [-3.26952, -22.14389, -1.68986], [-3.33925, -20.76368, -0.62731], [-2.23474, -20.72969, -2.00579], [-1.97228, -25.84575, -7.67770], [0.36013, -23.84820, -7.35169], [-1.11666, -23.57190, -8.33151], [0.05994, -24.80778, -8.79488], [0.52620, -25.94828, -5.92032], [0.31918, -26.92103, -7.37311], [-0.76026, -27.18083, -5.98659], [-2.76100, -20.53282, -8.58958], [-2.76559, -20.43486, -7.58335], [-2.19958, -21.33396, -8.74323], [-5.43826, -19.13813, -7.20504], [-8.84963, -20.28128, -15.94442], [-8.51176, -19.10311, -15.27287], [-9.72994, -18.51980, -14.91979], [-7.95065, -18.26453, -16.24047], [-7.62925, -19.32480, -14.13354], [-6.23261, -19.41087, -14.32520], [-5.40296, -19.67497, -13.24937], [-5.91918, -19.88923, -11.94996], [-7.32853, -19.79255, -11.79167], [-8.17098, -19.53366, -12.85412], [-4.79128, -20.08876, -10.58873], [-3.49856, -21.07009, -11.34635], [-3.91830, -22.28820, -11.91162], [-3.03658, -23.18044, -12.49285], [-1.67533, -22.84763, -12.56250], [-1.21804, -21.63122, -12.01040], [-2.10270, -20.77776, -11.38461], [-0.71018, -23.79051, -13.11366], [-0.04451, -24.51617, -12.11569], [-1.29213, -24.74091, -13.95995], [0.30048, -23.18313, -13.87000], [-4.43165, -18.36102, -10.29421], [-5.51537, -17.62505, -9.77781], [-5.40874, -16.30617, -9.40453], [-4.18102, -15.63404, -9.60758], [-3.10962, -16.32251, -10.21789], [-3.23490, -17.65607, -10.55813], [-4.02063, -14.29911, -9.05478], [-2.97830, -13.56866, -9.64386], [-3.75117, -14.30524, -7.68222], [-5.17103, -13.50586, -9.19882], [-5.79605, -19.24854, -15.31235], [-4.32384, -19.71489, -13.39862], [-7.75967, -19.91156, -10.80497], [-9.24807, -19.48571, -12.68928], [-4.97115, -22.55624, -11.88895], [-3.41045, -24.12183, -12.88222], [-0.15857, -21.36093, -12.05297], [-1.69573, -19.89399, -10.90397], [-6.48993, -18.11010, -9.67948], [-6.25400, -15.79483, -8.94518], [-2.16577, -15.79834, -10.41008], [-2.40173, -18.12676, -11.06669]]
}

***

# 5
{
  "formula": "C2H6BNO",
  "method": "ωB97M-V/def2-TZVPD",
  "de_lowest_ev": 5.137,
  "energy_ev": -6380.9807,
  "homo_ev": [-10.1, -9.6],
  "symbols": ["B", "C", "C", "N", "O", "H", "H", "H", "H", "H", "H"],
  "coordinates": [[-1.20951, -0.49432, -0.31227], [-0.08080, 0.68569, -0.06754], [1.12011, -0.16279, 0.42198], [-0.76889, -1.66196, -0.77751], [1.43081, -1.12609, -0.38243], [-2.24222, -0.08844, -0.72572], [0.11741, 1.14039, -1.12127], [-0.13478, 1.68109, 0.40372], [1.92687, 0.50570, 0.21358], [1.18854, -0.46002, 1.51073], [-0.76911, -2.67419, -0.84757]]
}

***

# 6
{
  "formula": "C3H4FN3",
  "method": "ωB97M-V/def2-TZVPD",
  "de_lowest_ev": 5.628,
  "energy_ev": -10358.0932,
  "smiles": "C=C/C=N\\N=N/F",
  "homo_ev": -9.7,
  "symbols": ["C", "C", "C", "N", "N", "N", "F", "H", "H", "H", "H"],
  "coordinates": [[0.03102, 0.95829, 0.37141], [0.22721, -0.22820, -0.23989], [-0.76576, -1.23984, -0.36974], [-1.91601, -1.12451, 0.11885], [-2.78792, -0.59133, 0.75362], [-3.64130, 0.22886, 0.66350], [-3.67920, 0.62877, -0.77643], [-0.74401, 1.27402, 1.05306], [0.80826, 1.69815, 0.32641], [1.22483, -0.30640, -0.70522], [-0.52865, -2.19784, -0.90127]]
}